# C23H27NO4

C23H27NO4 in the gas phase (wB97M-V/def2-TZVPD, the Open Molecules 2025 dataset).

Each line ends with the Löwdin charge.
Element x y z (Å)
O1 4.68 -3.83 -0.54  -0.0663
O2 -0.01 -1.70 -0.67  -0.0756
O3 -0.90 -0.27 0.89  0.0076
O4 -2.67 2.63 -0.18  0.0816
N1 -3.34 0.49 0.29  0.1492
C1 -6.78 -0.73 0.08  -0.0935
C2 -5.42 -0.69 0.28  -0.0330
C3 -4.72 0.50 0.08  -0.2160
C4 -1.04 1.04 0.48  -0.1587
C5 1.48 -0.06 0.13  -0.1855
C6 -2.43 1.49 0.16  -0.3921
C7 0.00 1.87 0.43  0.0573
C8 -7.47 0.40 -0.31  -0.1022
C9 2.45 2.25 0.28  -0.2125
C10 2.46 2.70 -1.03  -0.0330
C11 -6.78 1.59 -0.50  -0.0805
C12 3.47 2.66 1.13  -0.0397
C13 -5.41 1.64 -0.31  -0.0104
C14 2.80 -0.73 0.54  -0.1467
C15 -0.27 -4.06 -0.01  -0.0662
C16 0.28 -0.95 0.48  -0.3049
C17 3.46 3.53 -1.49  -0.0752
C18 4.48 3.49 0.68  -0.0811
C19 4.48 3.93 -0.64  -0.0917
C20 1.36 1.34 0.77  -0.2076
C21 3.10 -1.99 -0.27  -0.1722
C22 4.42 -2.63 0.14  -0.2808
C23 -0.93 -2.77 -0.50  -0.2345
H1 1.66 2.40 -1.70  0.1207
H2 -8.54 0.37 -0.46  0.0979
H3 3.61 -0.02 0.38  0.1186
H4 -1.02 -4.84 0.04  0.0763
H5 3.48 2.32 2.16  0.1144
H6 5.26 4.58 -0.99  0.1005
H7 -0.14 2.90 0.14  0.1332
H8 -4.87 2.56 -0.46  0.0989
H9 3.13 -1.74 -1.33  0.1279
H10 5.24 -1.91 -0.01  0.1209
H11 4.68 -3.66 -1.49  0.0852
H12 0.16 -3.92 0.98  0.0712
H13 1.44 1.22 1.86  0.1622
H14 2.77 -0.98 1.60  0.1305
H15 2.30 -2.72 -0.14  0.0985
H16 0.51 -1.61 1.33  0.1686
H17 -1.73 -2.47 0.19  0.1097
H18 1.47 0.06 -0.96  0.1577
H19 -1.37 -2.92 -1.49  0.1260
H20 5.27 3.80 1.35  0.1023
H21 3.46 3.87 -2.51  0.1034
H22 -7.30 2.48 -0.81  0.1037
H23 4.40 -2.89 1.20  0.1226
H24 -7.32 -1.66 0.24  0.1014
H25 0.51 -4.36 -0.70  0.0764
H26 -2.95 -0.40 0.59  0.1289
H27 -4.88 -1.58 0.58  0.1069

Its spin multiplicity is 1. The value obtained for the frontier orbital gap is 0.33407 Eh. Its SMILES is CCO[C@@H]1OC(C(=O)Nc2ccccc2)=C[C@H](c2ccccc2)[C@H]1CCCO. The LUMO energy comes out at 0.64 eV.



# C23H27NO5

A 2-piece molecular cluster, C23H27NO5 overall in a non-equilibrium geometry (wB97M-V/def2-TZVPD, the Open Molecules 2025 dataset).

Each line ends with the Löwdin charge.
Element x y z (Å)
O1 -0.10 -5.62 1.57  0.0354
O2 -2.06 -7.43 1.13  -0.0173
O3 0.53 -6.04 3.71  -0.0116
O4 -1.60 -5.14 5.18  0.0052
O5 -3.88 -6.95 2.34  0.0386
N1 0.15 -2.51 -0.11  -0.1130
C1 -6.01 -7.41 6.01  -0.1062
C2 -4.33 -5.68 5.73  -0.0339
C3 -3.03 -7.92 0.18  -0.2395
C4 1.92 -5.75 3.40  -0.2183
C5 -2.26 -8.16 -1.07  -0.0862
C6 0.38 -3.16 -1.41  0.0113
C7 0.18 0.07 1.63  -0.0156
C8 -2.24 -0.19 1.38  -0.0020
C9 -2.44 0.72 2.42  -0.0500
C10 -5.59 -6.08 6.17  -0.0977
C11 -0.92 -0.59 1.02  -0.1802
C12 -1.73 -6.35 3.18  -0.0200
C13 -0.04 0.96 2.69  -0.0522
C14 -3.90 -7.90 4.90  -0.0397
C15 -5.14 -8.32 5.41  -0.0904
C16 -2.66 -6.91 2.22  -0.4841
C17 -2.19 -5.98 4.49  -0.3461
C18 -0.37 -5.98 2.70  -0.4464
C19 1.13 -2.76 0.94  -0.0159
C20 -3.50 -6.56 5.02  -0.1389
C21 -0.80 -1.61 0.01  0.0413
C22 2.54 -5.16 4.64  -0.0776
C23 -1.35 1.28 3.09  -0.0419
H1 -5.42 -9.36 5.30  0.0935
H2 0.67 -2.81 1.94  0.1257
H3 -3.23 -8.62 4.42  0.1193
H4 0.48 -2.38 -2.18  0.1054
H5 1.30 -3.74 -1.33  0.1016
H6 1.93 -4.32 5.01  0.0838
H7 -1.49 -8.93 -0.92  0.0788
H8 -3.97 -4.66 5.90  0.1095
H9 0.81 1.42 3.18  0.1143
H10 1.61 -3.71 0.72  0.0850
H11 3.54 -4.79 4.41  0.0698
H12 -1.51 1.97 3.93  0.1181
H13 -3.50 -8.84 0.57  0.1281
H14 -3.81 -7.16 0.02  0.1209
H15 -6.24 -5.34 6.62  0.0890
H16 -2.95 -8.51 -1.84  0.0713
H17 1.19 -0.09 1.26  0.1094
H18 -1.79 -7.23 -1.40  0.0710
H19 2.41 -6.70 3.13  0.1257
H20 -7.00 -7.73 6.36  0.0932
H21 2.62 -5.92 5.43  0.0813
H22 1.90 -1.96 0.95  0.0969
H23 -1.53 -1.62 -0.82  0.1628
H24 -0.46 -3.81 -1.69  0.1159
H25 1.98 -5.05 2.56  0.0847
H26 -3.46 1.00 2.69  0.1148
H27 -3.07 -0.61 0.81  0.1229

Its spin multiplicity is 1. The value obtained for the frontier orbital gap is 0.14027 Eh. The LUMO energy comes out at -2.40 eV.



# C23H28AsN4O2S6SbSeTc

C23H28AsN4O2S6SbSeTc as an isolated structure in a non-equilibrium geometry (wB97M-V/def2-TZVPD, the Open Molecules 2025 dataset).

Each line ends with the Löwdin charge.
Element x y z (Å)
Sb1 -1.54 2.14 -6.38  0.6746
Tc1 -0.14 -0.68 0.98  0.9937
Se1 -1.23 1.62 -0.11  0.6478
As1 -0.87 -2.71 -1.85  1.0465
S1 -2.87 0.62 -5.55  -0.1134
S2 0.06 2.46 -4.44  -0.0982
S3 -3.44 -0.57 0.42  0.6722
S4 -1.51 -1.93 2.26  0.7466
S5 -2.00 1.36 -2.19  0.0872
S6 -0.33 0.86 -3.27  -0.1055
O1 -3.97 -2.42 2.22  -0.1750
O2 -0.42 -1.33 -0.93  -0.7452
N1 0.60 0.09 2.78  -0.1150
N2 -0.43 4.09 -1.28  0.1354
N3 1.38 -2.00 1.46  -0.0771
N4 1.30 3.15 -0.42  -0.0207
C1 1.44 -0.72 3.47  -0.2125
C2 0.13 1.20 3.37  -0.1088
C3 2.21 2.20 0.25  0.0222
C4 3.00 4.96 -1.03  0.0181
C5 1.28 0.69 5.39  0.0171
C6 0.63 4.96 -1.53  -0.1672
C7 1.94 6.77 -2.25  -0.0279
C8 -5.42 -2.33 1.96  0.0114
C9 3.08 6.17 -1.67  -0.0274
C10 -0.01 3.03 -0.62  -0.5696
C11 0.70 6.18 -2.20  0.0216
C12 -3.13 -1.64 1.62  -1.2127
C13 1.74 4.37 -0.98  -0.1366
C14 -2.36 -2.28 -2.93  -0.1918
C15 1.85 -2.95 0.63  -0.0947
C16 0.46 1.54 4.67  -0.0037
C17 1.77 -0.46 4.77  0.0366
C18 1.93 -1.88 2.69  -0.1979
C19 -1.38 -4.16 -0.73  -0.1687
C20 0.59 -3.20 -2.96  -0.1707
C21 3.35 -3.75 2.30  0.0106
C22 2.82 -3.85 1.02  -0.0043
C23 2.91 -2.74 3.13  0.0338
H1 2.05 7.73 -2.75  0.1279
H2 -2.67 -3.20 -3.43  0.0712
H3 -5.68 -3.11 1.25  0.1068
H4 1.16 -2.30 -3.19  0.0514
H5 1.80 1.21 0.20  0.0450
H6 3.16 2.20 -0.27  0.1084
H7 0.06 2.44 5.11  0.1332
H8 -2.08 -1.54 -3.67  -0.0164
H9 -0.55 1.81 2.79  0.0917
H10 3.16 -4.61 0.33  0.1311
H11 -5.68 -1.36 1.57  0.0613
H12 3.88 4.50 -0.58  0.1259
H13 -1.39 4.24 -1.55  0.1630
H14 2.41 -1.14 5.32  0.1308
H15 -3.16 -1.91 -2.30  0.0325
H16 1.52 0.90 6.42  0.1388
H17 0.19 -3.62 -3.88  0.0658
H18 3.34 -2.62 4.12  0.1311
H19 -5.91 -2.52 2.90  0.1076
H20 -2.11 -3.80 -0.02  0.0224
H21 4.03 6.68 -1.74  0.1279
H22 1.22 -3.94 -2.47  0.0478
H23 1.44 -2.96 -0.36  0.0657
H24 -0.18 6.64 -2.65  0.1327
H25 4.11 -4.45 2.63  0.1389
H26 -1.84 -4.94 -1.35  0.0723
H27 2.37 2.48 1.29  0.1095
H28 -0.53 -4.57 -0.20  0.0449

As for the total charge: +3. Its spin multiplicity is 1. The value obtained for the frontier orbital gap is 0.22712 Eh. The LUMO energy comes out at -9.46 eV.



# C23H28AuN5OSSi

C23H28AuN5OSSi as an isolated structure in a non-equilibrium geometry (wB97M-V/def2-TZVPD, the Open Molecules 2025 dataset).

Each line ends with the Löwdin charge.
Element x y z (Å)
Au1 -0.39 1.04 -0.90  0.8995
S1 -1.69 1.52 -2.84  0.7167
Si1 2.82 0.58 -2.31  0.4059
O1 -0.22 -1.32 0.23  -0.0560
N1 -2.00 2.16 0.04  -0.0359
N2 -3.07 2.54 -0.77  0.0406
N3 0.23 1.49 1.32  0.0260
N4 -4.02 2.82 -2.80  0.1439
N5 1.34 -0.06 -1.59  -0.0777
C1 -3.33 2.90 1.98  0.0313
C2 0.39 -3.47 -0.57  0.0315
C3 2.64 0.74 -4.17  -0.1446
C4 -3.01 -2.33 2.31  -0.0664
C5 1.85 -2.18 -2.59  -0.0067
C6 -2.32 -1.86 1.26  -0.0203
C7 -0.96 -2.71 3.49  -0.0548
C8 -0.95 -1.82 1.29  -0.2980
C9 -2.14 2.26 1.30  -0.1823
C10 0.38 -2.10 -0.67  -0.2072
C11 1.36 1.05 1.91  -0.0819
C12 2.97 2.24 -1.55  -0.1651
C13 1.48 0.95 3.31  0.0056
C14 1.11 -4.23 -1.51  0.0136
C15 -0.87 1.51 3.38  -0.0054
C16 -2.34 -2.78 3.43  -0.0517
C17 1.79 -3.57 -2.56  -0.0258
C18 -2.98 2.35 -2.10  -0.7716
C19 0.29 1.11 4.02  -0.0074
C20 -0.85 1.82 2.05  -0.1950
C21 4.21 -0.59 -1.82  -0.1450
C22 -0.25 -2.25 2.40  -0.0119
C23 1.16 -1.36 -1.60  -0.2859
H1 -0.42 -3.05 4.38  0.1239
H2 0.34 1.07 5.10  0.1325
H3 -2.84 -3.25 4.23  0.1060
H4 2.33 2.97 -2.01  0.0374
H5 5.14 -0.10 -2.25  0.0671
H6 -1.75 1.64 3.93  0.1102
H7 -3.81 2.80 -3.78  0.1076
H8 -2.99 3.31 2.98  0.1230
H9 1.82 1.53 -4.28  0.0640
H10 2.45 -0.21 -4.69  0.0377
H11 2.19 0.82 1.23  0.1097
H12 -4.12 2.25 2.01  0.0778
H13 2.37 -1.61 -3.34  0.0634
H14 2.27 -4.13 -3.32  0.1098
H15 -3.58 3.81 1.44  0.0962
H16 -2.78 -1.38 0.38  0.1343
H17 4.02 2.55 -1.78  0.0651
H18 4.36 -0.53 -0.75  0.0336
H19 0.88 -2.14 2.42  0.1518
H20 2.43 0.71 3.76  0.1239
H21 3.01 2.24 -0.48  0.0103
H22 1.17 -5.34 -1.39  0.1416
H23 -4.77 3.42 -2.46  0.1525
H24 3.47 1.20 -4.66  0.0329
H25 -0.26 -3.90 0.12  0.1119
H26 -4.05 -2.41 2.30  0.1047
H27 -3.86 2.90 -0.35  0.1136
H28 4.34 -1.63 -2.10  0.0393

As for the total charge: +2. Its spin multiplicity is 3. The value obtained for the frontier orbital gap (spin up / spin down) is 0.25575 / 0.24709 Eh. The expectation value of S² is 2.04. The LUMO energy (spin up / spin down) comes out at -6.52 / -7.61 eV.



Listing energy above the lowest of the compared OMol25 structures with the same formula, charge and spin for the structures above in their given order: 92.72 318.19 126.38 44.53 kJ/mol.